5
Properties=species:S:1:pos:R:3:forces:R:3:lowdin_charge:R:1 method="wB97M-V/def2-TZVPD" e_above_lowest_ev=2.169 gap_ev=8.1354 charge=-1 total_energy_ha=-947.414189 smiles="O=[SH](=O)[S-]"
S 0.254 -1.556 1.114 -0.4 0.6 -0.4 0.010
S -0.065 -0.013 -0.097 -3.6 2.9 1.8 0.275
O -0.905 1.483 0.725 2.6 -5.0 -2.9 -0.657
O -0.405 -0.356 -1.501 -0.5 0.4 1.3 -0.567
H 1.121 0.442 -0.241 1.8 1.1 0.1 -0.060


7
Properties=species:S:1:pos:R:3:forces:R:3:lowdin_charge:R:1 method="wB97M-V/def2-TZVPD" e_above_lowest_ev=5.028 gap_ev=10.7630 total_energy_ha=-299.152062 smiles="O=C1NN1O"
O 2.988 -0.295 -0.308 0.2 -0.3 -0.1 0.165
O -0.079 -1.159 -0.145 -0.5 -0.7 -1.7 0.023
N 0.833 -0.604 0.655 -1.0 0.5 2.9 0.008
N 1.061 1.039 0.305 0.5 -1.6 1.7 0.221
C 1.900 -0.049 0.081 1.3 1.4 -1.8 -0.615
H 0.417 1.107 -0.443 -0.7 0.5 -1.4 0.075
H -0.706 -1.639 0.410 0.1 0.3 0.3 0.123


102
Properties=species:S:1:pos:R:3:forces:R:3:lowdin_spin:R:1 method="wB97M-V/def2-TZVPD" gap_ev="5.8830 / 5.4544" charge=-2 total_energy_ha=-4068.868343 multiplicity=2
Hg -0.139 -0.163 -0.414 0.0 -0.2 -0.3 0.019
Sb 0.523 -1.859 -3.470 0.2 0.0 0.1 0.641
S -2.167 3.593 3.270 -0.1 0.1 -0.2 0.000
S -2.585 3.265 1.189 0.1 -0.3 -0.1 0.000
Si 1.423 2.381 -4.150 0.0 0.1 -0.1 0.004
Si 4.253 1.677 -3.184 0.1 -0.1 -0.1 0.004
Si -1.744 -3.058 -1.205 -0.2 -0.1 0.2 0.011
O -0.893 2.950 3.518 0.0 0.0 0.0 0.000
O -2.138 5.045 3.293 0.0 -0.1 0.0 0.000
O -3.296 2.984 3.954 0.0 0.1 0.1 0.000
N -1.854 0.591 1.399 0.2 -0.2 -0.1 0.006
N 1.158 1.902 -0.680 -0.1 -0.1 0.4 0.001
N 0.187 -1.034 1.899 0.2 0.4 0.0 0.004
N -0.829 -1.051 2.739 -0.1 -0.1 -0.1 0.000
N -2.491 0.410 -2.142 0.0 0.0 0.2 0.004
N -4.190 1.181 1.879 0.0 -0.1 -0.2 0.000
N 2.417 -0.975 0.251 -0.2 0.0 -0.1 0.001
C 1.541 3.589 1.008 0.0 0.0 0.1 0.001
C -4.284 -1.609 4.969 0.0 0.0 0.0 0.000
C -4.203 0.311 2.936 0.0 0.0 0.0 0.000
C 2.847 3.547 -0.981 0.0 0.0 0.0 0.001
C -0.652 -3.934 0.043 0.1 0.0 0.0 0.000
C 3.477 -1.005 -0.547 -0.1 0.0 -0.1 0.003
C 1.624 4.238 -4.538 0.0 0.0 0.0 0.000
C 2.493 1.864 -2.788 -0.1 -0.2 0.4 0.024
C -4.175 0.655 -3.824 0.0 0.0 0.0 0.002
C -3.090 -0.489 3.195 0.0 0.0 0.0 0.000
C -3.792 -0.559 -4.377 0.0 0.0 0.0 0.003
C -1.883 -0.273 2.372 0.1 0.1 -0.1 0.001
C -2.218 -4.365 -2.499 0.0 0.0 -0.1 0.011
C -2.975 1.436 1.114 0.1 0.4 0.2 0.000
C 0.889 2.486 0.507 0.1 0.0 0.0 0.000
C -1.006 -1.531 -1.986 0.0 0.4 0.0 0.091
C -2.107 -0.761 -2.655 -0.1 0.0 -0.1 0.006
C 4.654 -1.663 -0.223 0.0 0.0 0.0 0.000
C -5.378 -0.778 4.736 0.0 0.0 0.0 0.000
C -2.760 -1.266 -3.797 0.1 0.0 0.0 0.016
C 1.502 -3.545 -2.519 0.0 0.1 0.0 0.075
C 5.368 1.700 -1.649 0.0 0.0 0.1 0.000
C 2.470 -1.590 1.438 0.0 0.0 0.0 0.000
C 1.308 -1.528 2.308 -0.1 -0.1 -0.1 0.002
C 3.625 -2.264 1.847 0.0 0.0 0.1 0.000
C 2.151 2.413 -1.469 0.0 0.0 -0.2 0.002
C 2.554 4.130 0.230 0.0 0.0 0.0 0.000
C 4.718 -2.306 1.004 0.0 0.0 0.1 0.000
C -3.143 -1.446 4.200 0.0 0.0 0.1 0.000
C -5.344 0.171 3.735 0.0 0.0 0.0 0.000
C 5.058 2.972 -4.331 0.0 0.0 0.0 0.001
C 4.606 0.062 -4.125 0.0 -0.1 0.0 0.002
C -3.485 1.090 -2.709 0.1 0.0 0.1 0.002
C -3.329 -2.579 -0.322 0.0 0.1 0.1 0.001
C -0.421 2.186 -3.852 -0.1 -0.1 0.0 0.000
C 1.835 1.533 -5.793 0.1 -0.1 0.0 0.000
H -2.301 -5.350 -2.031 0.0 0.0 0.0 0.000
H 4.245 0.146 -5.154 0.0 0.0 0.0 0.000
H -3.195 1.331 0.057 0.0 0.0 -0.2 0.000
H 1.701 0.451 -5.727 0.0 0.0 0.0 0.000
H -2.258 -2.043 4.372 0.0 0.0 0.0 0.000
H -0.792 1.237 -4.249 0.0 0.0 0.0 0.000
H 4.870 1.263 -0.781 0.0 0.0 0.0 0.000
H 5.009 3.976 -3.899 0.0 0.0 0.0 0.000
H 4.097 -0.797 -3.680 0.0 0.0 0.0 0.003
H 6.295 1.147 -1.824 0.0 0.0 0.0 0.000
H -3.182 -4.132 -2.960 0.0 0.0 0.0 0.000
H -3.953 -1.927 -0.940 0.0 0.0 0.0 0.000
H 0.955 -4.469 -2.715 0.0 0.0 0.0 0.014
H 3.608 3.975 -1.621 0.0 0.0 0.0 0.000
H 0.109 2.038 1.111 -0.1 0.0 0.0 0.000
H 5.636 2.725 -1.381 0.0 0.0 0.0 0.000
H 1.326 4.833 -3.668 0.0 0.0 0.0 0.000
H 2.513 -3.639 -2.916 0.0 0.0 0.0 0.002
H 1.180 1.912 -6.584 0.0 0.0 0.0 0.000
H 3.641 -2.748 2.816 0.0 0.0 0.0 0.000
H 5.618 -2.829 1.305 0.0 0.0 0.0 0.000
H -3.917 -3.463 -0.058 0.0 0.0 0.0 0.000
H 2.668 4.480 -4.758 0.0 0.0 0.0 0.000
H 1.240 3.991 1.965 0.0 0.0 0.0 0.000
H 5.679 -0.155 -4.165 0.0 0.0 0.0 0.000
H -4.976 1.248 -4.245 0.0 0.0 0.0 0.000
H 5.490 -1.657 -0.908 0.0 0.0 0.0 0.000
H -6.271 -0.878 5.345 0.0 0.0 0.0 0.000
H 6.111 2.735 -4.522 0.0 0.0 0.0 0.000
H 3.094 5.012 0.557 0.0 0.0 0.0 0.000
H -1.290 -4.525 0.706 0.0 0.0 0.0 0.000
H 4.542 3.005 -5.295 0.0 0.0 0.0 0.000
H -0.107 -3.222 0.664 0.0 0.0 0.0 0.000
H -4.725 2.023 2.026 0.0 0.0 0.0 0.000
H -4.317 -2.353 5.755 0.0 0.0 0.0 0.000
H 1.386 -1.914 3.322 0.0 0.0 0.0 0.000
H -6.194 0.821 3.559 0.0 0.0 0.0 0.000
H -2.434 -2.209 -4.217 0.0 0.0 0.0 0.015
H -1.472 -4.432 -3.298 0.0 0.0 0.0 0.012
H -3.725 2.041 -2.243 0.0 0.0 0.0 0.000
H 3.364 -0.460 -1.482 0.0 -0.1 0.0 0.004
H -3.105 -2.038 0.602 0.0 0.0 0.0 0.000
H 0.070 -4.603 -0.426 0.0 0.0 0.0 0.000
H 1.554 -3.377 -1.446 0.1 0.0 0.0 0.005
H -0.632 2.196 -2.781 0.0 0.0 0.0 0.000
H 2.867 1.727 -6.096 0.0 0.0 0.0 0.000
H -0.991 2.994 -4.320 0.0 0.0 0.0 0.000
H -4.293 -0.947 -5.257 0.0 0.0 0.0 0.000
H 1.012 4.557 -5.389 0.0 0.0 0.0 0.000


111
Properties=species:S:1:pos:R:3:forces:R:3:lowdin_charge:R:1 method="wB97M-V/def2-TZVPD" e_above_lowest_ev=1.561 gap_ev=4.9205 total_energy_ha=-3944.061448
K 0.651 -2.752 0.809 0.0 -0.6 0.4 0.761
S -0.484 0.561 0.706 0.1 -0.6 -0.2 1.020
S 2.405 -0.615 -1.307 0.1 0.0 -0.1 1.085
O 1.312 -3.459 -1.371 0.8 -0.8 -0.5 -0.342
O 0.200 -0.488 1.543 -0.3 1.0 0.1 -0.623
N -3.566 -1.873 -2.646 0.0 0.1 0.0 0.160
N -2.643 -2.223 4.070 0.1 -0.1 0.0 0.173
N -2.747 -3.585 -1.479 -0.2 -0.2 -0.4 0.187
N -3.121 -1.849 1.048 -0.1 -0.3 -0.3 -0.024
N -0.828 -3.108 3.117 -0.3 0.2 0.6 0.124
C 1.433 -5.753 -0.274 0.1 0.0 0.0 -0.137
C -2.176 -3.675 -5.590 0.0 -0.1 0.1 -0.098
C -0.494 -2.576 4.374 0.4 -0.2 -0.3 -0.222
C -1.689 -4.770 -4.850 0.0 0.0 0.0 -0.086
C 5.271 2.242 -1.593 0.0 0.0 0.0 -0.043
C -3.598 2.432 3.456 0.0 0.0 0.1 -0.262
C 1.103 2.621 1.633 -0.3 -0.4 -0.3 -0.040
C -4.636 3.033 4.376 0.0 -0.1 0.0 -0.049
C -2.263 3.528 -3.217 -0.2 -0.1 -0.2 -0.077
C 0.806 -1.913 6.263 0.0 0.0 -0.1 -0.091
C 0.643 1.914 0.483 0.0 0.2 0.5 -0.295
C -1.846 -4.835 -3.477 0.2 -0.1 0.0 -0.006
C 1.139 0.203 -2.249 -0.1 -0.6 -0.3 -0.412
C 0.599 -0.618 -3.291 0.3 0.0 0.2 -0.057
C 0.578 1.419 -1.971 -0.3 0.5 0.3 -0.177
C 3.893 0.904 0.405 0.1 0.1 0.1 -0.087
C 2.291 -5.311 0.734 -0.1 0.2 -0.1 -0.209
C 2.321 4.091 0.164 0.1 0.2 0.0 -0.149
C -3.404 -2.465 -1.417 0.4 -0.1 0.1 -0.309
C -1.186 3.127 -2.480 0.2 -0.2 0.0 -0.027
C -1.667 1.330 1.785 -0.1 0.2 0.0 -0.387
C 3.155 5.226 -0.019 -0.1 -0.1 0.2 -0.034
C -3.972 -1.861 -0.157 0.4 0.0 0.3 -0.127
C -2.830 -2.621 -4.975 -0.1 -0.1 0.0 -0.050
C -0.451 -0.187 -4.035 -0.1 -0.1 -0.2 -0.019
C -2.492 -3.776 -2.846 0.4 -0.1 0.6 -0.218
C 0.744 -2.530 5.024 0.1 0.0 0.0 -0.003
C 3.080 -4.208 0.340 -0.2 -0.2 -0.2 -0.203
C -2.967 -2.700 -3.588 -0.4 0.3 0.1 -0.202
C -1.619 -2.014 4.979 -0.3 0.1 -0.1 -0.212
C 3.504 5.637 -1.270 0.0 0.0 -0.4 -0.075
C 4.889 1.823 0.731 0.0 -0.1 0.0 -0.039
C -2.105 -2.866 2.984 0.1 0.2 0.1 -0.316
C -2.624 2.190 1.251 -0.1 0.1 0.0 -0.060
C -2.922 -3.135 1.757 -0.2 0.4 -0.1 -0.128
C -2.760 2.719 -4.271 0.0 0.3 0.2 -0.084
C 5.584 2.516 -0.257 0.0 0.0 0.0 -0.271
C -0.340 -1.353 6.856 0.0 0.0 -0.1 -0.097
C 1.932 3.674 1.469 0.3 0.3 -0.1 -0.014
C 2.743 -3.935 -1.059 -0.4 -0.2 -0.1 -0.297
C -1.574 -1.395 6.228 0.1 0.0 0.0 -0.035
C -2.163 1.526 -4.547 0.2 -0.2 0.0 -0.042
C 1.688 -4.930 -1.462 0.0 0.5 0.4 -0.257
C -1.046 1.077 -3.791 -0.1 0.0 0.0 -0.156
C -3.581 2.739 2.091 0.0 0.0 -0.1 -0.034
C 3.583 0.652 -0.925 0.2 0.2 0.1 -0.503
C 1.871 3.379 -0.968 -0.1 -0.1 -0.1 -0.110
C 3.044 4.927 -2.409 0.1 0.2 0.1 -0.065
C -0.534 1.887 -2.751 0.0 0.1 0.1 -0.106
C -2.631 1.560 3.951 0.0 0.0 0.1 -0.028
C 1.031 2.228 -0.788 0.1 0.2 -0.4 -0.151
C 4.296 1.313 -1.925 0.1 0.0 0.0 -0.087
C -1.661 0.996 3.125 -0.1 0.0 0.2 -0.064
C 6.647 3.535 0.094 -0.1 0.0 0.0 -0.049
C 2.256 3.824 -2.260 -0.1 -0.1 0.1 -0.020
H 6.748 3.650 1.177 0.0 -0.1 -0.1 0.075
H -1.455 -5.657 -2.886 0.0 0.1 -0.1 0.117
H -2.436 -3.901 1.165 0.2 -0.2 -0.2 0.106
H 3.328 5.259 -3.403 0.0 0.0 0.1 0.108
H -2.740 4.476 -2.996 0.0 0.0 0.0 0.103
H 1.918 3.272 -3.130 0.0 0.0 0.1 0.125
H -4.578 2.590 5.373 0.0 0.0 -0.1 0.074
H -3.961 -0.963 -2.798 0.0 0.1 -0.1 0.150
H -2.456 -0.969 6.695 0.1 0.0 -0.1 0.106
H -3.232 -1.795 -5.555 0.1 -0.1 0.1 0.104
H -2.635 1.313 5.010 0.0 0.0 -0.1 0.106
H -4.260 -0.834 -0.380 0.0 0.2 0.1 0.110
H -4.901 -2.377 0.087 0.0 -0.1 0.1 0.123
H 6.400 4.519 -0.323 0.0 -0.2 0.0 0.071
H 2.307 4.226 2.327 0.0 0.0 -0.1 0.122
H -3.906 -3.524 2.036 0.0 0.1 0.0 0.125
H 3.506 5.762 0.859 0.0 -0.1 -0.1 0.117
H 1.036 -1.604 -3.450 -0.1 0.2 0.0 0.111
H -0.256 -0.881 7.828 0.0 0.0 -0.1 0.099
H -3.576 -1.857 4.100 -0.1 0.1 0.1 0.159
H -2.532 0.895 -5.353 0.1 0.1 0.1 0.109
H 1.757 -1.862 6.789 -0.2 0.0 -0.1 0.101
H 3.346 0.383 1.186 0.0 0.0 -0.1 0.113
H 5.120 2.007 1.780 0.0 0.0 -0.2 0.116
H 3.428 -3.460 -1.752 0.0 0.0 0.0 0.113
H -5.648 2.873 3.998 0.1 0.0 0.0 0.081
H 0.805 -6.644 -0.240 0.2 0.3 0.0 0.070
H -2.206 -1.459 0.841 -0.2 0.0 -0.1 0.062
H -0.817 3.761 -1.682 0.0 0.0 0.0 0.116
H 2.331 -5.756 1.729 0.0 0.0 -0.2 0.092
H -4.499 4.112 4.486 0.0 -0.1 -0.1 0.084
H -0.917 0.295 3.508 -0.2 0.2 -0.1 0.112
H 5.807 2.760 -2.390 -0.1 -0.1 0.2 0.120
H -3.612 3.054 -4.854 0.1 0.0 0.1 0.102
H 7.627 3.251 -0.304 -0.1 0.0 0.0 0.081
H 3.961 -3.835 0.846 -0.1 0.0 -0.1 0.064
H -0.853 -0.818 -4.827 0.1 0.1 0.2 0.105
H -2.624 2.431 0.186 0.0 -0.1 0.2 0.110
H 1.528 -5.271 -2.473 0.0 -0.1 -0.1 0.119
H -4.331 3.415 1.680 0.1 -0.1 0.1 0.118
H 0.783 2.304 2.619 0.0 0.0 -0.1 0.119
H 4.134 6.511 -1.400 0.0 -0.1 0.0 0.106
H -1.175 -5.570 -5.372 -0.1 0.1 0.1 0.100
H 4.080 1.093 -2.966 0.0 0.0 0.1 0.117
H -2.048 -3.664 -6.667 0.0 0.0 0.1 0.099
H 1.633 -2.965 4.570 -0.2 0.1 0.0 0.119


16
Properties=species:S:1:pos:R:3:forces:R:3:lowdin_charge:R:1 method="wB97M-V/def2-TZVPD" e_above_lowest_ev=3.467 gap_ev="8.1919 / 7.9396" total_energy_ha=-271.625195
O -1.588 -0.409 1.127 -0.5 -0.2 0.5 -0.079
C 0.418 0.302 -0.008 -0.1 0.0 0.0 -0.426
C 1.896 0.520 0.298 0.0 0.0 0.0 -0.083
C -2.447 0.053 0.248 -0.2 0.2 -0.3 -0.044
C 0.212 -0.603 -1.245 0.3 0.2 0.0 -0.070
C -0.297 -0.318 1.137 0.7 0.1 -0.1 -0.143
H 2.038 1.170 1.167 0.0 -0.1 -0.1 0.079
H 2.380 -0.443 0.499 0.0 0.1 0.0 0.081
H -3.481 -0.095 0.517 0.2 0.0 0.0 0.060
H 0.170 -0.814 1.978 0.0 0.0 -0.1 0.125
H 0.959 -1.404 -1.249 -0.1 0.1 0.0 0.082
H -2.117 0.716 -0.540 0.0 -0.1 0.1 0.061
H -0.774 -1.058 -1.200 -0.1 -0.1 -0.2 0.057
H -0.052 1.285 -0.199 0.1 -0.2 0.0 0.135
H 0.298 -0.048 -2.187 0.0 -0.1 0.1 0.084
H 2.401 0.973 -0.562 -0.1 -0.1 0.1 0.081


7
Properties=species:S:1:pos:R:3:forces:R:3:lowdin_charge:R:1 method="wB97M-V/def2-TZVPD" e_above_lowest_ev=5.242 gap_ev="7.2940 / 7.2653" total_energy_ha=-344.155820
F 0.118 1.209 1.574 0.9 0.2 0.2 0.104
O 1.345 0.682 -0.746 0.1 0.2 0.9 0.067
O 0.042 -1.374 0.456 -1.5 1.7 -0.1 -0.061
N -0.557 0.770 0.567 -2.0 -2.6 1.4 0.191
C 0.188 0.409 -0.520 3.2 0.4 -2.7 -0.482
H -0.413 0.156 -1.369 -1.2 -0.5 -0.2 0.126
H -0.722 -1.852 0.038 0.6 0.6 0.5 0.055